Record 1
Computed, not measured: C45H42CuN3O5PSSi as an isolated structure in a non-equilibrium geometry, with ωB97M-V with the def2-TZVPD basis set.

XYZ file:
```
99
Properties=species:S:1:pos:R:3
Cu 0.6278 -0.0779 -0.1752
S -5.4598 -2.8853 -4.1888
P 0.9777 -0.9721 2.0981
Si 1.2199 2.1844 -0.4426
O -5.7101 -0.9906 -0.2313
O -6.0074 -4.2037 -4.0215
O -6.3085 -1.7511 -4.4572
O -4.8374 -0.2941 1.6264
O 2.9142 -0.8384 -1.5960
N -1.3040 -0.4820 -0.5031
N -3.2439 -0.8246 -1.5008
N -4.7866 -0.5638 0.4469
C 2.8035 -0.8458 1.9934
C 1.0506 2.7383 -2.2281
C -2.1504 4.3155 2.0691
C 0.3232 0.8426 4.0538
C -4.2091 -2.9438 -5.4509
C -0.0171 -5.4746 1.8352
C 5.2057 3.3900 -0.2652
C -2.2884 -0.3304 0.4327
C -0.9975 -4.5388 2.1492
C 0.7594 3.5158 -4.9090
C -2.4524 3.5513 0.9472
C 0.0353 1.2847 5.3370
C 3.3677 -0.7135 0.7248
C -0.6653 -3.1974 2.2499
C -4.5451 -2.5145 -2.7166
C 5.5456 3.1756 1.0624
C 3.6345 -0.8744 3.1097
C 3.9105 3.1334 -0.7040
C 0.2498 -0.9662 6.1571
C -3.5557 -4.3115 -5.5943
C 5.5660 -0.6343 1.6892
C 1.0932 2.2043 -4.5986
C -0.0018 0.3789 6.3900
C 4.5888 2.6941 1.9488
C 5.0096 -0.7628 2.9577
C 3.3023 2.4327 1.5010
C -1.9053 -0.7738 -1.6473
C -0.8232 4.5088 2.4252
C 0.5992 -0.5057 3.8156
C -1.1828 -0.9998 -2.9272
C -0.0813 3.1334 0.5584
C 1.6234 -3.7122 1.7459
C 0.7276 4.0567 -2.5652
C 1.2344 1.8217 -3.2685
C 0.5793 4.4441 -3.8905
C -4.1824 -1.0392 -2.6077
C 2.9288 2.6582 0.1688
C 2.4578 -0.6326 -0.4902
C 1.2891 -5.0580 1.6326
C 4.7444 -0.6166 0.5730
C -3.4804 -0.5380 -0.1696
C 0.6511 -2.7691 2.0591
C 0.1975 3.9279 1.6763
C -1.4297 2.9730 0.2099
C 0.5493 -1.4080 4.8747
H -3.4856 3.4076 0.6519
H -1.6816 2.3825 -0.6678
H 1.2535 1.4831 -5.3915
H -4.3011 -5.0775 -5.7925
H 6.6386 -0.5374 1.5768
H -4.7391 -2.6242 -6.3498
H -0.5783 5.1221 3.2844
H 1.2265 4.1059 1.9665
H 0.2139 -1.6745 6.9752
H 0.7493 -2.4581 4.6998
H -2.9450 4.7633 2.6529
H -1.3986 -1.9884 -3.3380
H -3.0153 -4.5989 -4.6909
H 2.5797 2.0256 2.2032
H -0.1137 -0.9307 -2.7324
H 2.0574 -5.7809 1.3899
H 5.9484 3.7591 -0.9621
H 5.6469 -0.7712 3.8334
H -2.0194 -4.8553 2.3170
H -3.4828 -2.1664 -5.2041
H 0.3126 1.5477 3.2267
H -5.2048 -2.8119 -1.9001
H -1.4370 -2.4750 2.4996
H 5.1466 -0.5059 -0.4267
H -2.0919 -0.0751 1.4613
H -2.8436 -4.2892 -6.4189
H -5.0756 -0.4490 -2.4463
H 3.6614 3.3048 -1.7458
H 3.2075 -0.9708 4.1010
H -0.2735 -6.5231 1.7521
H 6.5534 3.3758 1.4052
H -0.2375 0.7192 7.3903
H -0.1774 2.3322 5.5094
H 1.5240 0.8023 -3.0283
H 0.5770 4.7891 -1.7786
H 0.6461 3.8175 -5.9431
H 2.6485 -3.3994 1.5891
H -1.4417 -0.2450 -3.6720
H -3.6955 -0.6649 -3.5049
H 0.3241 5.4691 -4.1303
H 4.8485 2.5091 2.9842
H -3.6669 -3.1642 -2.7149
```

Computed properties:
⟨S²⟩: 0.765
Calculated total energy, eV: -134693.4880
Orbital gap (alpha / beta), eV: 5.38 / 6.21
ΔE to the lowest compared entry with this formula, charge and spin, kcal/mol: 1.3
Spin multiplicity: 2

---

Record 2
Computed, not measured: C45H42MnN6OP as an isolated structure in a non-equilibrium geometry, with ωB97M-V with the def2-TZVPD basis set.

XYZ file:
```
96
Properties=species:S:1:pos:R:3
Mn 0.1373 -0.5981 -0.4633
P 1.2015 -0.4048 2.0006
O 1.8275 -1.2691 -1.6052
N 0.1636 1.3928 -0.1426
N -0.6978 -0.5676 -2.0475
N -1.4998 -0.3074 0.5352
N -0.2123 -2.5032 0.2250
N 0.8160 3.6698 -0.3551
N -1.9651 0.9678 0.7274
C -0.9774 1.7794 0.4375
C -2.1107 5.7105 -0.0558
C -1.1044 -0.6143 -3.3143
C 1.2695 2.3251 0.0251
C 0.0364 1.6936 -3.9941
C -1.1187 0.2824 -5.5922
C 0.7576 -0.6703 4.7303
C 0.3435 -3.4214 4.5757
C -0.8833 2.6908 -3.2849
C -0.7127 0.4175 -4.2866
C 0.7316 4.1293 2.6175
C 0.5330 -1.4071 5.8830
C 1.8642 2.2964 1.4995
C 4.5664 -0.9816 -0.1445
C 0.3183 -2.7775 5.8060
C -0.1303 1.8225 2.8257
C 0.1361 -4.8290 0.6147
C -0.4902 3.2552 2.4827
C -1.8995 -0.7761 -6.0332
C -2.5606 3.6311 1.0777
C -3.4082 -2.3639 -1.8647
C 3.9968 -0.6847 2.6095
C 1.8783 3.6576 2.1567
C -0.8281 5.3921 -0.3545
C -0.3386 4.1240 0.0397
C -2.1057 -1.3199 1.0222
C 1.4018 1.4934 -3.3494
C 0.9986 1.3443 2.3109
C -1.3959 -2.5892 0.8765
C 0.5340 -3.6073 0.1037
C 3.2631 -0.8078 0.3300
C -1.3097 -3.7639 -2.5400
C -3.0038 4.8102 0.6421
C 5.3011 -0.8478 2.1485
C -2.3062 -1.7463 -5.1296
C -1.9546 -1.7145 -3.8025
C 2.0937 -0.8840 -0.5060
C 2.9687 -0.6480 1.6839
C -2.4616 -2.8541 -2.9606
C 0.7690 -1.3137 3.4858
C -1.0857 -4.9203 1.2648
C -1.1290 3.2201 0.9360
C 5.5874 -0.9871 0.7883
C -1.8636 -3.7800 1.4004
C 0.5710 -2.6945 3.4190
H 4.7633 -1.1183 -1.2007
H 0.9407 0.3915 4.8086
H 0.1948 -4.4926 4.5204
H -4.0287 5.1128 0.8066
H -2.9838 -1.5445 -1.2894
H 6.6122 -1.1194 0.4666
H 6.1150 -0.8726 2.8635
H -1.2967 3.6212 3.1100
H 3.7978 -0.5936 3.6710
H -0.4756 -3.2045 -2.1315
H -3.0444 -1.2198 1.5557
H -2.8207 -3.8064 1.9067
H 2.8806 1.9136 1.4286
H -4.3319 -1.9900 -2.3090
H -0.3762 3.6508 -3.1654
H -2.1970 -0.8375 -7.0720
H 1.3990 4.2372 -0.9525
H 1.4708 -3.5091 -0.4286
H 0.1436 -3.3466 6.7104
H -3.0764 -3.4509 -3.6338
H -1.1911 2.3246 -2.3087
H 2.0027 0.7732 -3.9066
H -0.1926 6.0659 -0.9165
H -3.6745 -3.1800 -1.1901
H 1.3062 1.1355 -2.3360
H -0.9296 -4.3083 -3.4059
H 2.8091 4.2073 2.2354
H 1.9497 2.4405 -3.3422
H -0.8220 1.0443 -6.3023
H 0.5333 -0.9104 6.8453
H 0.6426 5.0948 3.1023
H -1.6443 -4.4995 -1.8062
H 0.2359 2.1186 -4.9780
H 0.6244 -3.2148 2.4698
H -0.8496 1.2062 3.3528
H -1.4294 -5.8678 1.6608
H 2.0571 2.0703 -0.6732
H -2.9224 -2.5660 -5.4767
H -3.2028 2.9432 1.6126
H -2.4973 6.6727 -0.3734
H 0.7770 -5.6923 0.4932
H -1.7818 2.8689 -3.8766
```

Computed properties:
⟨S²⟩: 0.895
Calculated total energy, eV: -98915.7224
Orbital gap (alpha / beta), eV: 6.14 / 5.83
Total charge: +3
Spin multiplicity: 2